P:
The following is a quantum chemistry calculation of the molecule C5H10O, from the OMol25 dataset.

Each line ends with the Löwdin charge.
Geometry (Å):
C 0.787 -0.212 -1.317  -0.03
C -0.154 -0.244 -0.120  -0.46
C -1.653 -0.336 -0.387  -0.05
C 0.228 -0.711 1.273  -0.04
C 0.316 0.733 0.932  -0.34
O 1.646 1.173 0.878  -0.02
H 0.955 0.843 -1.582  0.08
H 1.772 -0.628 -1.094  0.08
H 0.378 -0.696 -2.207  0.08
H -2.208 -0.384 0.559  0.08
H -1.925 -1.246 -0.941  0.08
H -2.033 0.522 -0.949  0.08
H -0.594 -1.000 1.923  0.10
H 1.168 -1.215 1.473  0.11
H -0.405 1.471 1.275  0.15
H 1.723 1.930 0.284  0.10

Computed properties:
SMILES string   CC1(C)C[C@H]1O
E_HOMO   -0.3389 Eh

***

Q:
The following is a quantum chemistry calculation of a cluster of 2 separate species, C5H10O in total, from the OMol25 dataset.

Each line ends with the Löwdin charge.
Geometry (Å):
C -2.504 -0.290 -0.541  -0.05
C 0.552 0.356 0.846  -0.39
O -0.435 0.956 1.546  0.06
C 1.107 0.625 -0.533  -0.12
C 2.092 -0.543 -0.202  -0.17
C 1.397 -0.635 1.143  -0.03
H -3.142 -0.781 -1.278  0.02
H -2.418 0.773 -0.795  0.02
H -2.948 -0.399 0.451  0.03
H -0.907 1.560 0.961  0.10
H 0.435 0.446 -1.382  0.10
H 1.596 1.599 -0.656  0.11
H 3.145 -0.238 -0.180  0.10
H 1.988 -1.417 -0.856  0.10
H 1.560 -1.253 2.019  0.10
H -1.518 -0.761 -0.544  0.01

Computed properties:
SMILES string   OC1=CCC1.C
E_HOMO   -0.3150 Eh

***

Short version: P is the most stable of them.

***

P:
The following is a quantum chemistry calculation of the molecule C5H10O, from the OMol25 dataset.

Each line ends with the Löwdin charge.
Geometry (Å):
C -0.985 1.042 1.043  -0.08
C -0.934 -0.094 0.012  -0.24
C -0.374 0.485 -1.437  0.03
C 0.381 -0.443 -0.536  -0.59
C 1.600 -0.300 0.326  -0.02
O 0.355 -1.710 -1.185  -0.01
H -2.002 1.321 1.345  0.08
H -0.444 0.742 1.948  0.08
H -0.497 1.962 0.682  0.09
H -1.595 -0.928 0.156  0.13
H -0.585 0.019 -2.390  0.09
H -1.197 1.139 -1.137  0.09
H 2.525 -0.519 -0.210  0.09
H 1.483 -1.037 1.138  0.10
H 1.649 0.691 0.775  0.08
H 0.619 -2.369 -0.529  0.10

Computed properties:
SMILES string   C[C@H]1C[C@]1(C)O
E_HOMO   -0.3179 Eh

***

Q:
The following is a quantum chemistry calculation of the molecule C5H10O, from the OMol25 dataset.

Each line ends with the Löwdin charge.
Geometry (Å):
C 1.417 -0.558 1.165  -0.12
C 1.157 -0.619 -0.333  -0.26
C -0.215 -0.885 -0.938  -0.07
C -1.032 0.149 -0.757  -0.42
C -1.399 0.736 0.571  -0.04
O -1.581 0.801 -1.838  0.02
H 2.499 -0.588 1.317  0.07
H 1.056 0.367 1.632  0.06
H 0.956 -1.406 1.676  0.08
H 1.466 0.357 -0.755  0.11
H -0.220 -1.349 -1.925  0.10
H 1.803 -1.350 -0.808  0.09
H -2.488 0.843 0.525  0.09
H -0.966 1.724 0.773  0.09
H -1.166 0.063 1.398  0.08
H -1.285 1.714 -1.703  0.11

Computed properties:
SMILES string   CC/C=C(\C)O
E_HOMO   -0.2960 Eh

***

Short version: Q is the most stable of them.

***

P:
The following is a quantum chemistry calculation of a cluster of 2 separate species, C2H4O3P in total, from the OMol25 dataset.

Each line ends with the Löwdin charge.
Geometry (Å):
C -0.980 0.634 -0.420  -0.71
C 0.195 0.761 0.301  -0.12
O -1.039 1.489 -1.535  -0.02
O -1.957 -0.092 -0.217  -0.06
O 2.179 -1.921 1.829  -0.67
P 1.830 -1.712 0.405  0.64
H 0.216 0.376 1.307  0.01
H 0.904 1.524 0.039  0.01
H -1.896 1.321 -1.952  0.08
H 0.548 -2.380 0.244  -0.15

Computed properties:
Charge   -1
E_HOMO (spin up / spin down)   -0.1168 / -0.1168 Eh

***

Q:
The following is a quantum chemistry calculation of a structure of composition C2H4O3P, from the OMol25 dataset.

Each line ends with the Löwdin charge.
Geometry (Å):
C -1.038 -0.359 0.696  -0.69
C -1.211 0.762 1.372  -0.04
O 2.225 0.877 -2.659  -0.56
O -1.446 -1.534 0.601  -0.11
O 1.528 -1.201 0.346  -0.42
P 0.406 -0.743 -0.474  0.92
H -0.647 1.644 1.144  0.03
H -1.923 0.808 2.182  0.04
H 2.240 1.589 -2.016  -0.20
H -0.136 -1.842 -1.192  0.01

Computed properties:
Charge   -1
E_HOMO (spin up / spin down)   -0.1376 / -0.1373 Eh

***

Short version: P is the most stable of them.

***

P:
The following is a quantum chemistry calculation of a cluster of 2 separate species, C2H4O3P in total, from the OMol25 dataset.

Each line ends with the Löwdin charge.
Geometry (Å):
C 0.749 -1.167 -0.546  -0.24
C -1.279 0.349 1.125  -0.12
O 2.318 -0.369 -1.695  -0.55
O 0.364 1.007 -2.656  -0.53
O 1.100 -1.508 0.532  -0.04
P 1.210 0.671 -1.475  0.43
H -2.178 -0.149 1.520  -0.01
H -0.416 -0.118 1.891  0.05
H -1.079 1.484 1.166  0.03
H -0.790 -0.199 0.138  -0.02

Computed properties:
Charge   -1
E_HOMO   -0.1386 Eh

***

Q:
The following is a quantum chemistry calculation of a cluster of 2 separate species, C2H4O3P in total, from the OMol25 dataset.

Each line ends with the Löwdin charge.
Geometry (Å):
C 1.246 0.459 -1.806  -0.54
C 0.813 0.929 -0.461  -0.39
O 2.351 -0.372 -1.558  0.00
O 0.980 0.844 -2.944  0.03
O 1.548 0.525 0.407  -0.07
P -1.239 -0.897 -0.579  0.51
H 0.144 1.683 -0.525  0.05
H 2.502 -0.327 -0.569  0.08
H -0.502 -1.438 0.385  -0.31
H -2.276 -0.819 0.262  -0.36

Computed properties:
Charge   -1
E_HOMO (spin up / spin down)   -0.0965 / -0.0965 Eh

***

Short version: P is the most stable of them.

***

P:
The following is a quantum chemistry calculation of a structure of composition C6H16N2O, from the OMol25 dataset.

Each line ends with the Löwdin charge.
Geometry (Å):
C 0.753 1.278 0.103  -0.57
C 2.058 1.975 -0.237  -0.07
C 1.078 -0.584 -0.113  -0.02
C 0.363 1.483 1.554  -0.06
N -0.276 1.681 -0.742  0.04
H -0.049 1.562 -1.723  0.08
H -1.172 1.204 -0.498  0.05
H -0.572 0.970 1.768  0.07
H 2.874 1.484 0.295  0.07
H 2.025 3.024 0.057  0.08
H 2.282 1.903 -1.301  0.08
H 2.161 -0.557 -0.249  0.02
H 0.876 -0.962 0.887  0.03
H 0.967 -1.360 -0.867  0.03
H 1.141 1.105 2.214  0.08
H 0.215 2.546 1.753  0.09
C -1.629 -2.425 0.637  -0.01
C -1.674 -1.245 -0.308  -0.59
N -1.603 -1.574 -1.641  0.15
O -2.175 -0.164 0.021  0.00
H -1.651 -0.808 -2.294  0.11
H -1.090 -2.392 -1.925  0.10
H -1.524 -2.075 1.658  0.08
H -2.566 -2.976 0.551  0.09
H -0.807 -3.094 0.399  0.07

Computed properties:
E_HOMO   -0.2946 Eh

***

Q:
The following is a quantum chemistry calculation of a cluster of 2 separate species, C6H16N2O in total, from the OMol25 dataset.

Each line ends with the Löwdin charge.
Geometry (Å):
C 1.479 0.135 1.082  -0.44
C 0.210 -0.841 1.341  -0.25
C 2.430 -0.534 0.109  -0.08
N 1.032 1.414 0.571  0.02
N -0.879 -0.265 2.091  0.01
H 1.969 0.242 2.069  0.12
H 0.436 1.888 1.247  0.07
H 1.815 2.004 0.278  0.08
H -0.546 0.253 2.897  0.07
H -1.436 0.353 1.514  0.04
H 0.628 -1.672 1.918  0.10
H -0.178 -1.292 0.428  0.09
H 3.330 0.061 -0.035  0.07
H 1.931 -0.641 -0.857  0.05
H 2.722 -1.513 0.476  0.08
C -2.293 -0.296 -1.170  -0.28
C -0.964 0.338 -1.492  -0.19
C -0.100 -0.183 -2.350  -0.02
O -3.017 0.390 -0.169  -0.08
H -3.192 1.284 -0.476  0.09
H -2.156 -1.311 -0.786  0.12
H -2.903 -0.369 -2.091  0.12
H -0.850 1.361 -1.158  0.09
H -0.249 -1.159 -2.776  0.06
H 0.781 0.351 -2.661  0.06

Computed properties:
SMILES string   C[C@@H](N)CN.C=CCO
E_HOMO   -0.3133 Eh

***

Short version: P is the most stable of them.

***

P:
The following is a quantum chemistry calculation of a structure of composition C6H16N2O, from the OMol25 dataset.

Each line ends with the Löwdin charge.
Geometry (Å):
C -0.454 -1.016 -0.671  -0.51
C -1.939 -1.219 -0.413  -0.06
C -0.160 -0.819 -2.149  -0.08
N 0.385 -2.068 -0.129  0.03
H 0.273 -0.036 -0.121  0.14
H 0.195 -2.962 -0.572  0.08
H 0.226 -2.133 0.874  0.07
H -2.146 -1.308 0.654  0.07
H -2.542 -0.416 -0.836  0.08
H -2.269 -2.161 -0.861  0.09
H -0.727 0.014 -2.563  0.08
H 0.906 -0.665 -2.315  0.08
H -0.453 -1.709 -2.715  0.08
C 1.761 0.747 0.975  -0.20
C -0.704 1.841 1.143  -0.03
C 0.024 0.527 1.283  -0.50
N 2.258 1.894 0.295  0.00
O -0.232 -0.271 2.174  0.01
H 2.018 1.916 -0.687  0.07
H 2.003 2.768 0.735  0.07
H 2.087 0.751 2.015  0.11
H 2.132 -0.180 0.534  0.09
H -0.587 2.245 0.137  0.08
H -1.760 1.697 1.362  0.08
H -0.295 2.564 1.851  0.09

Computed properties:
E_HOMO   -0.2974 Eh

***

Q:
The following is a quantum chemistry calculation of a cluster of 3 separate species, C6H16N2O in total, from the OMol25 dataset.

Each line ends with the Löwdin charge.
Geometry (Å):
C 1.062 -0.001 0.502  -0.58
C -1.602 -0.060 -0.016  -0.50
C 0.662 -0.476 -0.705  -0.02
C 3.109 -0.718 -1.100  -0.03
C -1.849 1.256 -0.692  -0.09
C -1.805 -0.067 1.470  -0.09
N 1.290 1.322 0.794  0.15
N -2.262 -1.140 -0.655  0.05
O 1.210 -0.855 1.530  0.07
H 1.096 -0.382 2.365  0.12
H 2.113 1.484 1.360  0.11
H 1.283 1.925 -0.016  0.10
H -2.082 -2.038 -0.222  0.08
H -2.079 -1.200 -1.649  0.08
H 0.457 -1.525 -0.817  0.09
H 0.625 0.167 -1.565  0.08
H 3.494 0.243 -1.440  -0.02
H 3.027 -1.450 -1.900  -0.02
H 3.624 -1.105 -0.223  -0.01
H -1.258 2.049 -0.229  0.06
H -1.599 1.221 -1.758  0.07
H -2.909 1.550 -0.622  0.08
H -1.470 -1.007 1.920  0.07
H -1.262 0.753 1.943  0.07
H -2.872 0.053 1.724  0.08

Computed properties:
E_HOMO (spin up / spin down)   -0.2343 / -0.1980 Eh

***

Short version: P is the most stable of them.